[1]
CsH4O2 as an isolated structure, computed with ωB97M-V/def2-TZVPD.

As for the total energy: -4702.89415 eV. As for the charge: +1. For the LUMO energy, the calculation gives -3.62 eV. The molar mass is 168.935 g mol⁻¹. The calculation puts the relative energy (zero: lowest compared OMol25 entry of this formula, charge and spin) at 5.2 kcal per mole. For the maximum force, the calculation gives 0.5 eV/Å.

```
7
Properties=species:S:1:pos:R:3:forces:R:3
Cs 0.2820 0.5564 0.2903 0.0 0.1 -0.1
O 1.0485 0.3530 -2.5342 -0.2 0.0 0.4
H 1.9691 0.4658 -2.2976 0.5 -0.1 -0.2
H 0.9664 0.7778 -3.3881 -0.1 0.1 -0.4
O -1.1856 -0.7740 2.3374 0.1 0.1 -0.2
H -2.0477 -1.1608 2.4906 -0.3 -0.3 0.0
H -1.0327 -0.2182 3.1015 0.0 0.1 0.5
```
Forces are in eV/Å.

=====

[2]
A 3-piece molecular cluster, C4H13NO2 overall in a non-equilibrium geometry, computed with ωB97M-V/def2-TZVPD.

As for the total energy: -9941.20204 eV. As for the charge: -1. For the LUMO energy (spin up / spin down), the calculation gives 3.93 / 3.83 eV. The molar mass is 107.153 g mol⁻¹. The calculation puts the relative energy (zero: lowest compared OMol25 entry of this formula, charge and spin) at 36.8 kcal per mole. For the maximum force, the calculation gives 2.3 eV/Å. The spin multiplicity is 2.

```
20
Properties=species:S:1:pos:R:3:forces:R:3
C 1.3250 -0.8777 1.1378 -0.1 -0.4 0.3
N 0.2532 -0.8872 0.1516 1.8 0.5 -0.6
C -0.7720 0.1007 0.2742 -2.0 -1.0 -0.1
C -1.4988 -0.9693 2.4635 -0.7 0.4 -2.1
C -1.4650 0.0905 1.5986 -0.3 -0.1 1.4
H 1.1262 -0.0265 1.7899 0.3 -0.1 0.1
H 2.3542 -0.7852 0.7147 -0.7 0.0 0.1
H 1.2902 -1.7985 1.7612 0.1 0.5 -0.2
H 0.1007 -1.7925 -0.2641 -0.7 0.0 0.0
H -0.4955 1.1138 -0.0285 0.3 -0.1 0.2
H -1.6387 -0.1574 -0.4050 0.8 -0.1 -0.3
H -2.0517 -0.9837 3.3802 -0.4 0.4 0.4
H -1.3493 -1.9694 2.0212 1.0 0.3 0.4
H -2.0967 0.9857 1.7501 0.7 -0.2 0.4
H -0.3100 1.2167 -2.3510 0.0 0.0 0.1
H -0.3386 2.0597 -3.5875 0.3 0.1 -0.6
O -0.7192 2.0117 -2.7177 -0.3 -0.1 0.5
H 2.9813 0.1451 -1.3502 -0.4 0.1 -0.3
H 1.4814 -0.1708 -1.2325 -0.2 -0.1 0.1
O 2.1343 0.2738 -1.8103 0.5 0.0 0.1
```
Forces are in eV/Å.

=====

Please write out number 1 again, unchanged.
CsH4O2 as an isolated structure, computed with ωB97M-V/def2-TZVPD.

As for the total energy: -4702.89415 eV. As for the charge: +1. For the LUMO energy, the calculation gives -3.62 eV. The molar mass is 168.935 g mol⁻¹. The calculation puts the relative energy (zero: lowest compared OMol25 entry of this formula, charge and spin) at 5.2 kcal per mole. For the maximum force, the calculation gives 0.5 eV/Å.

```
7
Properties=species:S:1:pos:R:3:forces:R:3
Cs 0.2820 0.5564 0.2903 0.0 0.1 -0.1
O 1.0485 0.3530 -2.5342 -0.2 0.0 0.4
H 1.9691 0.4658 -2.2976 0.5 -0.1 -0.2
H 0.9664 0.7778 -3.3881 -0.1 0.1 -0.4
O -1.1856 -0.7740 2.3374 0.1 0.1 -0.2
H -2.0477 -1.1608 2.4906 -0.3 -0.3 0.0
H -1.0327 -0.2182 3.1015 0.0 0.1 0.5
```
Forces are in eV/Å.

=====

Please write out number 1 again, unchanged.
CsH4O2 as an isolated structure, computed with ωB97M-V/def2-TZVPD.

As for the total energy: -4702.89415 eV. As for the charge: +1. For the LUMO energy, the calculation gives -3.62 eV. The molar mass is 168.935 g mol⁻¹. The calculation puts the relative energy (zero: lowest compared OMol25 entry of this formula, charge and spin) at 5.2 kcal per mole. For the maximum force, the calculation gives 0.5 eV/Å.

```
7
Properties=species:S:1:pos:R:3:forces:R:3
Cs 0.2820 0.5564 0.2903 0.0 0.1 -0.1
O 1.0485 0.3530 -2.5342 -0.2 0.0 0.4
H 1.9691 0.4658 -2.2976 0.5 -0.1 -0.2
H 0.9664 0.7778 -3.3881 -0.1 0.1 -0.4
O -1.1856 -0.7740 2.3374 0.1 0.1 -0.2
H -2.0477 -1.1608 2.4906 -0.3 -0.3 0.0
H -1.0327 -0.2182 3.1015 0.0 0.1 0.5
```
Forces are in eV/Å.

=====

Look up the charge of the second one. -1